Computed, not measured: a 2-piece molecular cluster, C2H6N2O overall at a distorted geometry, with ωB97M-V with the def2-TZVPD basis set.

Properties
energy relative to the best compared isomer or geometry (same formula, charge and spin): 191.1 kJ/mol

Structure (XYZ):
```
11
Properties=species:S:1:pos:R:3:mulliken_charge:R:1
H 0.99606 1.55035 0.18764 0.21
N 0.75878 0.56220 0.24744 -0.53
C 0.68469 0.17907 1.46026 0.01
N 0.15664 -1.05916 1.75946 -0.45
H 1.21618 0.64874 2.28816 0.31
H 0.72125 -1.63693 2.36344 0.22
H -0.23657 -1.53890 0.95660 0.24
C -1.08210 0.32545 -2.31221 -0.04
O -2.02717 -0.40604 -2.24245 -0.41
H -1.09582 1.39860 -2.04915 0.20
H -0.09194 -0.02337 -2.65920 0.23
```